{"formula": "C28H60NO18S", "method": "ωB97M-V with the def2-TZVPD basis set", "relative_energy_kcal_mol": 119.9, "orbital_gap_ev": 4.21, "total_charge": -1, "symbols": ["N", "H", "H", "H", "H", "S", "O", "O", "O", "O", "O", "C", "O", "C", "C", "C", "H", "H", "H", "H", "H", "H", "H", "H", "O", "C", "O", "C", "C", "C", "H", "H", "H", "H", "H", "H", "H", "H", "O", "C", "O", "C", "C", "C", "H", "H", "H", "H", "H", "H", "H", "H", "O", "C", "O", "C", "C", "C", "H", "H", "H", "H", "H", "H", "H", "H", "O", "C", "O", "C", "C", "C", "H", "H", "H", "H", "H", "H", "H", "H", "O", "C", "O", "C", "C", "C", "H", "H", "H", "H", "H", "H", "H", "H", "O", "C", "O", "C", "C", "C", "H", "H", "H", "H", "H", "H", "H", "H"], "coordinates": [[-0.44769, -0.05756, 0.84520], [-0.51769, -0.04656, -0.16480], [-1.44769, -0.12456, 1.03620], [-0.04969, 0.80644, 1.39020], [0.04231, -0.91356, 1.28420], [-2.30069, -0.34156, 4.00820], [-1.78469, -0.00956, 5.27720], [-3.73369, -0.75256, 4.02420], [-2.22469, 0.98944, 3.35120], [-1.42269, -1.19856, 3.30120], [1.44131, 3.22644, 4.12220], [1.92631, 2.93544, 3.05120], [1.17531, 2.99344, 1.94320], [-0.22669, 3.35244, 1.87720], [-0.47069, 4.88744, 1.96020], [3.34631, 2.68344, 2.72020], [-1.02369, 3.05644, 2.66320], [-0.71169, 3.04044, 1.01720], [-1.64869, 4.90744, 1.82220], [-0.00069, 5.63044, 1.16120], [-0.23969, 5.19544, 2.95820], [3.58631, 1.77944, 3.09520], [4.00431, 3.35344, 3.18320], [3.55431, 2.86744, 1.68520], [0.77231, 1.60844, -1.36380], [1.66331, 2.32544, -1.22880], [2.97031, 1.94844, -0.72880], [3.21331, 0.66644, -0.26980], [4.63831, 0.47744, -0.28280], [1.47331, 3.83044, -1.40580], [3.08931, -0.02456, -1.18980], [2.72931, 0.59244, 0.70220], [5.16231, 0.47944, -1.24180], [4.69831, -0.58356, -0.03080], [5.13831, 1.04244, 0.55420], [2.37031, 4.17444, -1.61680], [1.38331, 4.36044, -0.53880], [0.59731, 3.98644, -2.02180], [-2.68569, -1.34656, -0.85280], [-3.82369, -1.23456, -0.62880], [-4.77169, -1.50756, -1.43680], [-4.38069, -2.03156, -2.70880], [-5.58069, -2.11756, -3.65580], [-4.38369, -0.45556, 0.61820], [-3.68669, -2.73356, -2.75380], [-3.73369, -1.32256, -3.33380], [-6.21769, -2.82756, -3.32380], [-5.32769, -2.32456, -4.52380], [-5.78269, -1.24756, -3.86880], [-5.39369, -0.45656, 0.54420], [-3.99469, 0.48344, 0.67320], [-4.02469, -0.92256, 1.59420], [2.24931, -0.61556, 2.84820], [3.18931, -1.12956, 3.55720], [2.98431, -1.48956, 4.86120], [1.81131, -1.11656, 5.47620], [1.95631, -1.59256, 6.98120], [4.45931, -1.69056, 2.97420], [0.99031, -1.60956, 5.10120], [1.80631, -0.02556, 5.45020], [2.21831, -2.63856, 6.89220], [1.05431, -1.46056, 7.68420], [2.63531, -1.11056, 7.55620], [4.71031, -0.61456, 2.69820], [4.20331, -2.42456, 2.24520], [5.41331, -1.95156, 3.52420], [-2.15769, 2.03444, -0.65680], [-2.98069, 2.36444, -1.50680], [-3.65769, 3.59844, -1.45180], [-3.50469, 4.31844, -0.23880], [-4.33969, 5.60744, -0.58180], [-3.26869, 1.76744, -2.79580], [-2.43069, 4.69044, -0.18180], [-3.57669, 3.77044, 0.86920], [-4.06769, 6.17844, -1.46480], [-4.56369, 6.41144, 0.28520], [-5.39169, 5.33344, -0.68780], [-4.09069, 1.06444, -2.75680], [-2.66069, 0.93344, -3.08380], [-3.44269, 2.38144, -3.73880], [1.28731, -2.57456, 0.23120], [1.26531, -3.70156, 0.85120], [1.40231, -4.87456, 0.31920], [1.15231, -4.98856, -1.00180], [1.73231, -6.33256, -1.45580], [1.43531, -3.68056, 2.45020], [1.48731, -4.15656, -1.72180], [-0.04869, -5.07656, -1.27680], [2.67931, -6.49756, -1.49480], [1.15731, -6.73356, -2.13280], [1.47731, -7.13156, -0.84380], [1.07831, -4.65956, 2.69620], [0.89431, -2.85456, 2.87120], [2.31031, -3.65556, 2.53520], [2.21131, -0.90056, -3.52980], [1.09831, -1.20356, -4.05080], [0.85031, -1.47956, -5.32480], [1.84431, -1.01556, -6.24580], [1.41031, -1.05156, -7.62680], [-0.19769, -1.37456, -3.18980], [2.80531, -1.63956, -6.11880], [2.07431, -0.10756, -6.12880], [1.19731, -2.36456, -7.79880], [2.10331, -1.03756, -8.31380], [0.51731, -0.59756, -7.82580], [-0.40569, -2.67756, -3.11580], [-1.03469, -0.93456, -3.76480], [-0.26869, -0.78156, -2.14380]], "forces_ev_per_a": [[0.772, -0.013, 2.364], [1.308, 0.426, -0.253], [-0.163, 0.009, 1.463], [-1.192, -1.816, -1.628], [-1.080, 1.387, -1.059], [-3.591, 4.517, -0.244], [1.397, -1.001, 5.224], [0.645, -0.979, -0.293], [-0.374, 1.616, -3.032], [2.592, -4.236, -2.846], [1.036, -0.578, -0.254], [-2.264, 1.974, 1.206], [-0.782, -0.959, -1.752], [-1.294, 2.661, 3.147], [-1.471, 0.325, -2.079], [-0.786, 2.074, -1.168], [2.266, -0.886, -0.347], [0.194, -1.255, -2.200], [2.358, 0.460, 0.384], [-0.742, -1.748, 1.519], [0.134, 0.552, 0.491], [0.950, -3.377, 0.672], [0.542, 1.291, 1.306], [-0.170, -0.728, -0.769], [-2.756, -3.578, -0.751], [3.757, 2.642, 2.602], [-2.617, 3.799, -1.843], [-1.133, -1.045, -3.314], [3.056, -0.927, 2.590], [-2.004, -3.474, -0.453], [-2.006, 0.329, 1.900], [-0.133, -1.142, -0.208], [-0.319, 0.852, 0.039], [0.514, -0.171, 0.476], [0.099, -0.340, -1.066], [4.158, 2.057, -2.650], [-1.084, 0.645, 3.097], [0.374, 0.270, -0.447], [4.414, -1.042, -1.226], [-1.847, 3.787, 4.947], [-2.272, -1.743, -3.249], [-1.539, 4.718, -2.899], [2.926, -4.895, 8.709], [2.726, -4.393, 0.309], [2.291, -4.276, 1.038], [-0.520, 0.362, 1.412], [-2.919, -1.481, 0.996], [3.264, -3.272, -8.048], [-3.853, 9.151, -0.731], [-3.127, 0.114, 0.126], [1.202, 2.768, -0.175], [-0.546, 0.329, -0.945], [4.357, -1.424, 2.667], [-5.137, -1.232, 0.215], [2.781, -0.310, -2.663], [0.386, 2.039, 4.220], [-3.299, -0.897, -1.358], [1.398, 3.370, 0.956], [-2.070, -0.501, -1.365], [-0.981, -0.098, -0.204], [-0.016, -0.395, 0.433], [0.626, -0.424, -1.850], [2.888, 1.662, 1.123], [0.651, -1.465, -1.630], [0.081, 0.118, -1.049], [-1.851, -0.152, 0.322], [-2.136, 0.249, -1.673], [1.779, 2.581, 1.731], [0.524, -2.773, 0.829], [1.830, 2.374, 1.748], [-1.985, 0.974, 3.305], [-0.962, -1.672, -2.883], [-0.985, -0.660, -0.186], [-0.760, 1.008, -3.254], [0.543, -0.392, -0.039], [1.447, -1.821, -1.502], [0.015, -0.440, -0.548], [-1.389, 0.517, 0.577], [1.816, 0.107, 0.129], [0.272, -0.215, 1.782], [-0.733, -4.650, 1.515], [1.337, 7.058, 1.599], [-0.220, -0.060, 1.461], [-2.345, -1.280, -5.335], [-3.574, 2.844, 3.352], [-13.103, -1.468, -4.823], [-0.089, -0.850, 1.737], [2.736, 0.423, 1.207], [6.219, -0.043, -1.158], [-2.318, -1.293, -5.330], [-0.759, -1.049, 2.869], [-0.371, -0.373, 0.969], [-0.328, 0.215, 0.211], [13.258, 0.640, 1.819], [-3.504, -0.871, -2.625], [1.910, 0.670, 4.377], [0.230, 0.700, -0.660], [1.392, -6.969, -0.113], [-3.204, -7.838, 1.957], [-0.551, -1.716, 0.882], [-1.433, 0.924, -0.052], [1.812, 7.211, 2.361], [-0.073, 3.592, 0.295], [3.880, 1.209, -3.427], [-2.122, 1.429, -0.685], [0.547, 4.204, 0.093], [0.289, -0.594, 0.073], [0.903, -1.951, -2.492]], "lowdin_charge": [0.291, 0.058, 0.074, 0.158, 0.123, 0.060, -0.404, -0.452, -0.478, -0.421, 0.121, -0.508, -0.025, -0.218, -0.085, 0.038, 0.145, 0.050, 0.093, 0.098, 0.047, 0.037, 0.079, 0.080, 0.136, -0.444, -0.058, -0.309, -0.112, 0.055, 0.148, 0.112, 0.090, 0.076, 0.092, 0.030, 0.042, 0.103, 0.120, -0.584, 0.060, -0.161, 0.001, 0.075, 0.069, 0.129, 0.072, 0.011, 0.005, 0.040, 0.034, 0.107, 0.030, -0.458, -0.023, -0.197, -0.036, 0.025, 0.091, 0.137, 0.062, 0.112, 0.011, 0.099, 0.069, 0.104, 0.090, -0.449, -0.059, -0.243, -0.093, 0.014, 0.097, 0.194, 0.057, 0.113, 0.051, 0.080, 0.060, 0.125, 0.016, -0.383, 0.029, -0.242, -0.045, 0.098, 0.137, 0.180, 0.022, 0.024, 0.070, 0.092, 0.083, -0.064, 0.041, -0.496, 0.006, -0.261, -0.048, 0.009, 0.167, 0.051, 0.178, 0.008, 0.048, 0.171, 0.043, 0.100]}